Arrangement 1

The following is a quantum chemistry calculation of one molecule with the formula C2H3OPS, from the OMol25 dataset.

```
8
C2H3OPS (ωB97M-V/def2-TZVPD)
O -0.117 1.324 -0.501
C 1.027 0.964 0.083
H 0.748 -2.386 -0.451
P -1.517 0.912 0.238
C 0.313 -1.409 -0.295
H -1.013 0.783 1.551
H 1.813 1.164 -0.667
S -1.255 -1.351 0.042
```

Summary:
Kohn-Sham gap (eV): 7.5
E_HOMO (Ha): -0.293
Charge: 0
Spin multiplicity: 1

Results of the Löwdin charge analysis, in e, for atoms 1 through 6:
1. O -0.61
2. C -0.10
3. H -0.03
4. P 0.69
5. C -0.45
6. H -0.09

***

Arrangement 2

The following is a quantum chemistry calculation of one molecule with the formula C2H3OPS, from the OMol25 dataset.

```
8
C2H3OPS (ωB97M-V/def2-TZVPD)
C -0.564 0.180 0.779
H -1.333 0.394 1.610
H 0.683 -1.855 -0.777
O 0.568 0.519 -1.151
C -0.515 0.800 -0.376
H -1.188 1.604 -0.743
P 1.571 -0.828 -0.663
S 0.780 -0.815 1.321
```

Summary:
Kohn-Sham gap (eV): 8.7
E_HOMO (Ha): -0.298
Charge: 0
Spin multiplicity: 1

Results of the Löwdin charge analysis, in e, for atoms 1 through 6:
1. C -0.55
2. H 0.10
3. H -0.14
4. O -0.45
5. C -0.33
6. H 0.13

***

Stability summary: most stable arrangement 2, least stable arrangement 1.

***

Arrangement 1

The following is a quantum chemistry calculation of one molecule with the formula C21H27N3O2, from the OMol25 dataset.

```
53
C21H27N3O2 (ωB97M-V/def2-TZVPD)
N -1.382 -0.631 1.292
C -0.141 -1.142 1.206
C 2.625 1.773 -0.009
C -2.851 -0.973 -0.667
H -1.898 -0.960 -1.196
H 3.152 3.117 1.579
O 0.845 -0.541 1.609
H 1.246 -3.200 2.213
H -0.542 1.116 1.973
H -3.338 0.749 -1.879
H -3.899 3.050 -0.983
C -1.522 0.767 1.644
C -2.590 -1.270 0.816
C 0.963 2.268 -1.682
C 4.535 0.071 1.100
C 2.130 -1.266 -2.314
H 1.499 3.601 -0.108
H -5.240 2.228 -0.160
H -2.522 -2.345 0.986
H -2.242 0.863 2.462
H -4.090 3.180 0.783
H 2.000 -1.939 0.094
H -3.419 -0.882 1.413
C 3.351 2.149 1.140
C -3.611 0.342 -0.889
O -0.108 -2.151 -2.212
C 2.088 0.124 -1.731
H -0.440 -3.728 2.262
H -0.777 -2.836 -0.060
C 3.846 -0.324 -0.012
H -4.686 0.136 -0.904
H 0.233 2.934 -2.120
H 0.577 0.706 -3.103
C 1.169 1.005 -2.249
H 1.952 -1.236 -3.389
C 2.858 0.500 -0.597
C 0.068 -2.519 0.550
C 4.280 1.316 1.691
H 4.826 1.608 2.576
N 1.183 -2.329 -0.363
H -1.893 2.654 0.714
H -3.440 -1.783 -1.098
H 4.084 -1.282 -0.453
C -4.191 2.509 -0.069
C -2.004 1.600 0.449
H 0.693 -4.497 1.139
H 5.283 -0.579 1.531
N -3.402 1.320 0.165
H -1.354 1.404 -0.414
H 3.063 -1.788 -2.116
C 0.414 -3.558 1.610
C 1.667 2.640 -0.573
C 0.952 -1.970 -1.648
```

Summary:
Kohn-Sham gap (eV): 8.6
E_HOMO (Ha): -0.299
Charge: 0
Spin multiplicity: 1

Results of the Löwdin charge analysis, in e, for atoms 1 through 6:
1. N -0.04
2. C -0.40
3. C -0.16
4. C -0.14
5. H 0.09
6. H 0.11

***

Arrangement 2

The following is a quantum chemistry calculation of one molecule with the formula C21H27N3O2, from the OMol25 dataset.

```
53
C21H27N3O2 (ωB97M-V/def2-TZVPD)
H 0.076 1.858 -1.339
C 0.655 -3.355 -0.242
C 0.373 -1.015 0.338
H -4.877 0.283 1.695
H -1.122 3.355 2.543
C -1.330 -2.563 0.892
C -1.936 2.678 2.333
H 3.685 -3.408 -3.142
N 1.113 0.139 0.205
C -0.525 3.522 -0.125
H 3.814 -0.943 -3.790
H 1.721 -0.021 -2.875
H -4.082 0.975 5.271
H 2.910 -2.011 -4.859
C -2.564 2.042 3.390
H -3.885 -0.557 4.419
N 3.132 0.771 -0.739
O 1.675 3.086 -0.879
H 1.229 -4.162 -0.670
C 3.326 -2.227 -1.410
C 1.122 -2.055 -0.241
C 2.907 -1.547 -3.869
H 4.219 -1.596 -1.447
H -3.762 1.410 -0.195
C 1.683 -0.643 -3.764
C -0.863 -1.255 0.907
C -2.357 2.444 1.028
H -2.293 -2.779 1.327
C -0.585 -3.591 0.335
O -1.842 3.023 -0.098
H 1.575 1.855 1.277
H -5.351 0.392 4.185
H 3.566 -3.115 -0.814
H 2.386 2.405 -0.911
H -0.976 -4.597 0.346
H -1.454 -0.465 1.343
C 0.499 2.432 -0.495
C -4.275 0.459 4.334
C -3.623 1.169 3.187
H -0.230 4.008 0.809
C -3.432 1.578 0.818
H -2.218 2.235 4.395
C 2.283 -0.141 -0.461
H 3.963 0.456 -1.221
C 0.755 1.453 0.670
H -0.507 4.271 -0.920
C 2.945 -2.668 -2.829
H -0.134 1.344 1.289
C -4.051 0.954 1.881
N 2.291 -1.500 -0.726
H 1.971 -3.161 -2.799
H 0.771 -1.238 -3.732
H 1.632 0.016 -4.627
```

Summary:
Kohn-Sham gap (eV): 8.5
E_HOMO (Ha): -0.283
Charge: 0
Spin multiplicity: 1

Results of the Löwdin charge analysis, in e, for atoms 1 through 6:
1. H 0.16
2. C -0.02
3. C -0.13
4. H 0.11
5. H 0.11
6. C -0.09

***

Stability summary: most stable arrangement 1, least stable arrangement 2.

***

Arrangement 1

The following is a quantum chemistry calculation of a 9-piece molecular cluster, C9H27N9O18 overall, from the OMol25 dataset.

```
63
C9H27N9O18 (ωB97M-V/def2-TZVPD)
H -10.238 -3.900 11.476
H -18.086 -3.918 11.399
C -16.023 -1.036 12.993
O -16.698 -4.914 9.188
O -20.214 -3.078 12.265
H -14.929 -3.835 10.775
O -11.802 -1.803 10.672
C -10.414 -3.306 6.231
N -12.192 -7.590 10.290
H -14.354 -1.789 4.300
N -14.354 -7.217 13.360
H -10.354 -6.744 10.381
O -16.339 -3.312 13.392
O -14.125 -8.413 13.559
O -11.922 -8.723 10.582
N -20.164 -3.850 11.319
C -14.801 -2.386 5.096
O -21.146 -4.175 10.622
H -18.902 -5.390 11.895
C -18.876 -4.618 11.126
H -15.141 -3.297 4.604
C -18.965 -7.546 8.761
H -11.602 -5.642 11.020
H -14.108 -2.530 5.925
H -16.774 -0.742 12.259
O -15.943 -0.493 5.879
H -15.751 -0.143 13.556
H -15.112 -1.435 12.548
C -10.241 -2.945 12.002
O -10.051 -4.261 8.344
C -11.224 -6.664 11.033
H -10.975 -7.017 12.034
H -10.060 -3.129 13.061
N -10.897 -4.049 7.496
C -14.507 -4.256 9.863
H -18.827 -6.476 8.605
C -14.975 -6.406 14.431
O -15.385 -4.218 7.695
H -16.022 -6.705 14.399
H -9.337 -3.137 6.254
N -19.075 -8.258 7.501
O -13.062 -7.251 9.560
O -14.020 -6.567 12.315
N -16.496 -2.148 13.841
H -18.892 -4.781 10.049
O -17.159 -2.214 5.180
O -12.053 -4.335 7.592
H -10.690 -3.901 5.361
O -19.901 -9.196 7.543
H -13.826 -3.504 9.466
O -12.315 -2.125 12.723
N -15.615 -4.370 8.881
O -17.140 -1.842 14.829
O -18.294 -7.979 6.618
H -14.610 -6.825 15.369
H -13.971 -5.198 9.980
N -16.093 -1.663 5.442
H -10.911 -2.336 6.217
H -19.817 -7.741 9.411
H -9.551 -2.242 11.535
H -18.044 -7.898 9.225
N -11.573 -2.254 11.798
H -14.745 -5.362 14.218
```

Summary:
Kohn-Sham gap (eV): 10.2
E_HOMO (Ha): -0.396
Charge: 0
Spin multiplicity: 1

Results of the Löwdin charge analysis, in e, for atoms 1 through 6:
1. H 0.07
2. H 0.07
3. C 0.04
4. O 0.02
5. O 0.05
6. H 0.09

***

Arrangement 2

The following is a quantum chemistry calculation of C9H27N9O18 as an isolated structure, from the OMol25 dataset.

```
63
C9H27N9O18 (ωB97M-V/def2-TZVPD)
H 0.294 -4.355 0.045
N 1.008 -2.661 -1.585
O 0.537 1.379 -0.890
O -0.430 5.550 -1.149
O 0.334 -2.378 -0.647
O 2.525 1.008 -3.244
H 2.443 -2.731 4.126
O -0.378 -2.138 2.253
N -0.642 -3.165 1.628
H 1.276 -3.084 0.767
C 0.559 -3.875 0.987
H -3.701 1.368 2.007
C 0.361 -2.524 -2.987
C -0.540 3.265 -1.726
C -0.282 0.651 3.328
C -2.640 0.254 -2.416
O 1.315 4.211 -0.691
N 2.770 -0.918 2.898
H 3.693 -0.103 -0.639
N -0.014 0.290 -0.831
H -0.308 0.088 2.395
O -2.662 1.051 -4.673
N -2.320 1.259 -3.514
O 2.155 -2.974 -1.473
H -0.720 -2.411 -2.902
O 3.372 2.183 -1.641
H 3.009 -3.010 2.428
H 0.606 -3.485 -3.439
H -0.805 0.189 1.143
H -3.321 2.942 1.402
O -1.723 2.306 -3.180
H 0.849 -1.729 -3.550
C 2.377 -2.413 3.086
H 2.492 -0.920 -1.526
O -1.413 2.033 0.245
H -4.422 1.781 0.494
H 0.875 -0.212 1.041
H 1.022 -4.543 1.713
H -1.612 3.461 -1.743
H 0.657 0.480 3.855
H -1.770 0.201 -1.761
C -0.075 -0.326 0.519
O 3.922 -0.663 3.123
H 1.349 -2.381 2.724
H -1.139 0.429 3.963
H -3.606 0.628 -2.078
N -0.370 2.101 3.106
O 2.000 -0.161 2.283
H -0.226 3.268 -2.770
C 2.708 0.051 -1.080
O -2.332 0.074 0.218
N -2.294 1.279 0.475
O 0.294 2.792 3.846
O -1.673 -3.761 1.593
N 2.865 1.169 -2.089
C -3.516 1.917 1.084
O -0.510 -0.252 -1.793
H -0.315 -1.389 0.514
O -1.157 2.520 2.281
N 0.182 4.436 -1.144
H -2.759 -0.732 -2.864
H -0.142 2.383 -1.224
H 1.969 0.297 -0.318
```

Summary:
Kohn-Sham gap (eV): 8.3
E_HOMO (Ha): -0.345
Charge: 0
Spin multiplicity: 1

Results of the Löwdin charge analysis, in e, for atoms 1 through 6:
1. H 0.11
2. N -0.39
3. O 0.00
4. O 0.01
5. O -0.09
6. O 0.07

***

Stability summary: most stable arrangement 1, least stable arrangement 2.

***

Arrangement 1

The following is a quantum chemistry calculation of an isolated ion of composition C5H8N3O2 and charge +1, from the OMol25 dataset.

```
18
C5H8N3O2 (ωB97M-V/def2-TZVPD)
H 0.441 1.489 -1.555
C 0.538 0.307 1.868
N -1.275 1.649 0.661
H 1.592 0.211 -1.780
C 0.622 0.405 -1.554
C -0.860 -1.290 -0.890
O -1.884 1.954 1.635
C 1.359 -0.820 1.470
H -0.204 -1.997 -1.285
H -1.570 -0.769 -1.522
N 0.224 -0.317 -0.316
O -1.298 2.057 -0.480
H -0.066 0.014 -2.284
C -0.191 0.590 0.781
H 2.042 -1.360 2.157
N 1.194 -1.102 0.240
H -1.202 -1.747 0.014
H 0.540 0.729 2.840
```

Summary:
Kohn-Sham gap (eV): 10.1
E_HOMO (Ha): -0.577
Charge: +1
Spin multiplicity: 1

Results of the Löwdin charge analysis, in e, for atoms 1 through 6:
1. H 0.12
2. C 0.11
3. N -0.32
4. H 0.09
5. C 0.06
6. C 0.11

***

Arrangement 2

The following is a quantum chemistry calculation of an isolated ion of composition C5H8N3O2 and charge +1, from the OMol25 dataset.

```
18
C5H8N3O2 (ωB97M-V/def2-TZVPD)
H -0.832 -0.839 -1.751
N -0.453 2.140 -0.303
C 0.273 0.937 -0.345
H 2.612 -1.983 -0.240
C 1.960 -1.110 -0.321
C -1.228 -0.787 -0.736
H -1.518 -1.784 -0.406
O -1.641 2.000 -0.045
N 0.784 -1.314 0.249
N -0.153 -0.278 0.207
H -1.067 -1.166 1.889
H -2.078 -0.103 -0.698
C -0.714 -0.184 1.589
C 2.399 -0.015 -0.923
H 2.987 0.652 -1.503
O 0.136 3.161 -0.527
H -1.537 0.532 1.592
H 0.072 0.139 2.272
```

Summary:
Kohn-Sham gap (alpha / beta) (eV): 8.7 / 7.7
E_HOMO (alpha / beta) (Ha): -0.553 / -0.538
Charge: +1
Spin multiplicity: 1

Results of the Löwdin charge analysis, in e, for atoms 1 through 6:
1. H 0.12
2. N -0.38
3. C 0.13
4. H 0.15
5. C -0.19
6. C 0.06

***

Stability summary: most stable arrangement 1, least stable arrangement 2.